Record 1
{
  "formula": "C10H21N5O7P2SSr",
  "method": "ωB97M-V/def2-TZVPD",
  "species": ["Sr", "C", "C", "N", "C", "C", "S", "C", "C", "N", "H", "H", "H", "H", "H", "H", "H", "H", "H", "H", "H", "H", "H", "H", "C", "C", "O", "P", "O", "O", "O", "P", "O", "O", "O", "H", "H", "H", "H", "H", "H", "H", "N", "C", "N", "C", "N"],
  "coordinates": [[-0.229, -0.106, -0.492], [-1.271, 0.527, 3.133], [-0.226, 1.539, 2.664], [0.822, 0.913, 1.862], [1.966, 0.368, 2.578], [1.680, -0.957, 3.281], [0.922, -2.200, 2.191], [-0.671, -2.513, 3.006], [-1.915, -1.760, 2.513], [-1.635, -0.403, 2.066], [-2.140, 1.068, 3.525], [-0.876, -0.055, 3.965], [0.190, 2.061, 3.537], [-0.710, 2.283, 2.031], [1.163, 1.610, 1.211], [2.356, 1.075, 3.326], [2.758, 0.203, 1.842], [1.037, -0.813, 4.147], [2.624, -1.359, 3.652], [-0.505, -2.352, 4.072], [-0.853, -3.580, 2.884], [-2.641, -1.778, 3.339], [-2.346, -2.295, 1.672], [-2.444, -0.053, 1.566], [1.338, 2.060, -4.050], [0.084, 1.962, -3.184], [-0.979, 2.750, -3.711], [-0.580, 0.266, -3.170], [-0.700, -0.277, -4.651], [0.665, -0.627, -2.611], [-1.759, 0.083, -2.310], [0.424, 2.604, -1.446], [1.765, 1.724, -1.049], [0.744, 4.033, -1.612], [-0.625, 2.082, -0.512], [1.077, 1.883, -5.093], [2.104, 1.347, -3.744], [1.745, 3.067, -3.956], [-0.878, 3.649, -3.365], [-1.587, -0.216, -5.028], [1.127, -1.117, -3.307], [2.563, 2.255, -1.153], [0.090, -4.434, -3.841], [-0.479, -4.402, -2.831], [-1.133, -4.394, -1.684], [-1.049, -3.344, -0.963], [-1.013, -2.375, -0.301]],
  "forces_ev_per_angstrom": [[0.49, -2.57, 4.68], [0.06, -0.04, 0.04], [-0.07, -0.10, 0.03], [0.29, 0.43, -0.25], [-0.06, -0.09, 0.03], [-0.01, -0.06, 0.00], [0.09, 0.07, -0.05], [0.05, -0.02, 0.02], [0.05, -0.01, 0.02], [-0.20, 0.23, -0.30], [0.02, -0.01, 0.02], [-0.01, -0.01, 0.01], [-0.04, 0.02, -0.01], [0.02, -0.01, 0.00], [0.10, 0.13, 0.12], [0.01, -0.01, -0.02], [0.00, 0.02, 0.01], [0.01, -0.01, 0.01], [-0.01, 0.00, 0.01], [0.01, -0.01, 0.00], [0.00, -0.01, 0.03], [-0.03, -0.01, -0.04], [0.02, 0.01, 0.00], [-0.13, 0.00, 0.12], [0.00, 0.05, -0.04], [-0.02, -0.05, 0.24], [0.05, -0.07, -0.02], [-0.17, 0.14, -1.98], [0.14, 0.24, 0.11], [0.02, 0.15, -1.35], [-0.19, 0.03, -0.51], [0.12, 0.75, -0.61], [-0.18, 0.16, 0.10], [0.00, -0.05, -0.01], [-0.09, 1.69, -0.15], [0.01, -0.01, -0.01], [-0.01, 0.01, 0.01], [-0.01, 0.00, -0.02], [0.03, 0.01, -0.01], [-0.06, -0.05, -0.01], [-0.02, -0.22, 0.11], [0.05, -0.05, -0.05], [-0.01, 0.04, -0.02], [0.12, 0.12, -0.04], [-0.08, -0.42, 0.00], [-0.01, 0.46, -0.14], [-0.33, -0.89, -0.09]],
  "nbo_charge": [1.807, -0.234, -0.241, -0.683, -0.228, -0.545, 0.203, -0.537, -0.234, -0.671, 0.193, 0.185, 0.179, 0.225, 0.385, 0.178, 0.198, 0.210, 0.228, 0.210, 0.244, 0.171, 0.235, 0.371, -0.653, -0.482, -0.722, 2.330, -0.978, -1.051, -1.100, 2.332, -1.060, -1.109, -1.216, 0.233, 0.218, 0.245, 0.502, 0.539, 0.556, 0.525, -0.505, 0.444, -0.689, 0.588, -0.794],
  "e_homo_ev": -8.178,
  "lumo_ev": -0.11,
  "relative_energy_kcal_mol": 53.2,
  "orbital_gap_ev": 8.07,
  "energy_ev": -62749.53640
}

Record 2
{
  "formula": "C25H18BrClNaO2PSe3Te",
  "method": "ωB97M-V/def2-TZVPD",
  "species": ["Na", "Cl", "C", "C", "C", "C", "C", "C", "P", "C", "C", "C", "C", "C", "C", "C", "C", "C", "C", "C", "C", "H", "H", "H", "H", "H", "H", "H", "H", "H", "H", "H", "H", "H", "H", "Se", "Se", "Te", "Se", "Br", "C", "C", "C", "C", "C", "C", "C", "O", "O", "H", "H", "H", "H"],
  "coordinates": [[-0.388, 2.104, 2.368], [-3.389, 0.884, 1.298], [-3.821, 0.538, -0.320], [-5.139, 0.551, -0.731], [-5.437, 0.215, -2.044], [-4.414, -0.109, -2.925], [-3.094, -0.091, -2.513], [-2.773, 0.222, -1.194], [-1.108, 0.435, -0.451], [-0.085, 0.166, -1.945], [-0.005, 1.244, -2.826], [0.795, 1.178, -3.948], [1.533, 0.034, -4.206], [1.462, -1.039, -3.335], [0.657, -0.979, -2.211], [-0.937, -1.186, 0.386], [-1.887, -2.199, 0.300], [-1.723, -3.373, 1.011], [-0.602, -3.560, 1.801], [0.350, -2.556, 1.896], [0.180, -1.376, 1.196], [-5.911, 0.824, -0.027], [-6.466, 0.207, -2.373], [-4.655, -0.369, -3.946], [-2.311, -0.332, -3.218], [-0.572, 2.139, -2.604], [0.857, 2.022, -4.620], [2.167, -0.018, -5.078], [2.044, -1.928, -3.530], [0.612, -1.819, -1.532], [-2.767, -2.065, -0.312], [-2.486, -4.139, 0.961], [-0.473, -4.484, 2.348], [1.220, -2.698, 2.524], [0.907, -0.582, 1.287], [-4.816, 1.981, 4.138], [-3.497, 1.309, 5.885], [-1.069, 1.532, 5.237], [-0.093, 3.227, 6.741], [5.390, 0.521, -2.033], [4.906, 0.746, -0.196], [5.881, 0.571, 0.772], [5.526, 0.722, 2.107], [4.224, 1.040, 2.448], [3.263, 1.223, 1.455], [3.606, 1.064, 0.115], [1.836, 1.559, 1.802], [1.443, 1.320, 2.956], [1.114, 2.041, 0.895], [6.895, 0.334, 0.487], [6.282, 0.582, 2.869], [3.926, 1.165, 3.478], [2.843, 1.200, -0.638]],
  "forces_ev_per_angstrom": [[-1.78, 0.50, 0.44], [-0.71, 0.17, 0.61], [0.65, -0.20, -0.42], [-0.18, -0.02, -0.06], [0.15, 0.02, 0.12], [-0.27, 0.01, -0.16], [0.18, -0.04, 0.25], [-0.19, 0.31, -0.05], [-0.06, -0.30, -0.45], [0.06, 0.05, 0.06], [0.02, -0.07, 0.17], [0.01, 0.05, -0.18], [0.03, -0.03, -0.03], [0.13, -0.07, -0.15], [-0.12, 0.09, 0.13], [-0.02, 0.01, 0.04], [0.05, 0.11, -0.01], [-0.06, -0.15, 0.03], [0.07, -0.04, 0.04], [0.11, -0.22, 0.03], [-0.07, 0.13, -0.07], [-0.08, -0.02, 0.10], [-0.07, 0.02, -0.04], [0.00, -0.03, -0.10], [0.09, -0.02, -0.03], [0.01, 0.11, -0.02], [-0.01, 0.10, -0.07], [0.09, 0.01, -0.09], [0.08, -0.11, -0.01], [0.00, -0.05, 0.03], [-0.08, 0.01, -0.03], [-0.01, -0.05, -0.03], [-0.01, -0.02, 0.08], [0.01, 0.09, 0.02], [0.06, -0.03, 0.06], [-0.48, 0.35, -0.50], [0.12, -0.31, 0.70], [0.01, -0.35, 0.06], [0.19, 0.33, 0.11], [0.00, 0.00, 0.02], [0.34, -0.17, -0.20], [-0.10, 0.07, -0.01], [0.18, -0.05, -0.19], [-0.34, 0.11, -0.07], [0.40, -0.18, -0.11], [-0.17, 0.12, 0.26], [0.27, 0.08, 0.10], [1.04, -0.49, 0.52], [0.57, 0.19, -0.95], [0.07, -0.05, -0.02], [-0.03, 0.03, 0.05], [-0.09, -0.03, 0.08], [-0.02, 0.03, -0.07]],
  "nbo_charge": [0.865, 0.105, -0.042, -0.236, -0.198, -0.261, -0.147, -0.381, 0.895, -0.343, -0.198, -0.218, -0.227, -0.217, -0.161, -0.347, -0.216, -0.202, -0.219, -0.208, -0.143, 0.237, 0.203, 0.199, 0.209, 0.217, 0.203, 0.201, 0.203, 0.217, 0.217, 0.202, 0.202, 0.214, 0.217, -0.777, -0.284, 0.039, -0.867, -0.003, -0.061, -0.261, -0.216, -0.194, -0.037, -0.254, 0.701, -0.746, -0.803, 0.213, 0.207, 0.247, 0.253],
  "e_homo_ev": 0.037,
  "total_charge": -2,
  "lumo_ev": 3.39,
  "relative_energy_kcal_mol": 39.2,
  "orbital_gap_ev": 3.35,
  "energy_ev": -329918.74235
}

Record 3
{
  "formula": "C6H19NO6",
  "method": "ωB97M-V/def2-TZVPD",
  "species": ["N", "C", "C", "C", "C", "C", "C", "H", "H", "H", "H", "H", "H", "H", "H", "H", "O", "H", "H", "O", "H", "H", "O", "H", "H", "O", "H", "H", "O", "H", "H", "O"],
  "coordinates": [[0.669, -2.507, -1.143], [0.891, -1.550, -0.148], [0.197, -1.724, 1.053], [0.388, -0.956, 2.210], [1.361, 0.008, 2.053], [2.143, 0.261, 0.926], [1.760, -0.432, -0.219], [1.079, -2.371, -2.051], [-0.229, -2.952, -1.078], [-0.649, -2.503, 1.091], [-0.209, -1.188, 3.086], [1.550, 0.635, 2.931], [3.071, 0.838, 0.933], [2.370, -0.339, -1.124], [-2.188, -0.413, 3.009], [-2.747, 0.143, 1.793], [-3.054, -0.322, 2.583], [0.499, 0.246, -2.631], [-0.183, 0.187, -4.007], [-0.022, -0.343, -3.221], [0.711, 2.175, -1.582], [2.094, 2.133, -2.209], [1.165, 2.014, -2.441], [-0.915, 0.980, -0.663], [-1.685, 2.150, -1.363], [-0.932, 1.939, -0.808], [-2.662, -0.713, -1.502], [-1.239, -0.779, -1.985], [-1.761, -0.764, -1.155], [-0.587, 2.058, 1.295], [-0.627, 3.397, 1.936], [-0.731, 2.466, 2.165]],
  "forces_ev_per_angstrom": [[0.68, 0.67, 0.55], [-0.35, 0.48, 0.50], [-2.23, -1.45, 0.86], [0.18, -0.69, -2.86], [1.25, 1.95, 2.63], [-1.29, -1.12, -0.16], [1.18, -1.63, -0.95], [-0.32, 0.09, -0.05], [0.01, -0.01, -0.34], [1.56, 1.00, -0.17], [0.39, 0.42, 0.05], [0.17, -0.21, -0.21], [-0.75, 0.27, 0.10], [-0.24, 0.09, 0.14], [-0.39, -0.13, 0.35], [-0.48, 0.06, -0.15], [0.82, 0.12, -0.22], [-0.13, 0.04, -0.63], [0.07, 0.09, 0.04], [0.17, -0.13, 0.30], [-0.24, -0.07, -0.68], [0.07, -0.04, -0.29], [0.39, 0.23, 0.81], [-0.57, -0.22, -0.30], [-0.11, -0.24, 0.00], [0.50, 0.35, 0.61], [-0.03, -0.02, 0.35], [0.20, -0.02, 0.16], [-0.46, 0.02, -0.51], [-0.11, -0.02, 0.28], [-0.10, 0.07, 0.27], [0.15, 0.05, -0.48]],
  "nbo_charge": [-0.811, 0.149, -0.222, -0.222, -0.243, -0.217, -0.297, 0.395, 0.393, 0.207, 0.219, 0.214, 0.225, 0.201, 0.463, 0.467, -0.928, 0.511, 0.486, -0.990, 0.507, 0.472, -0.976, 0.514, 0.490, -0.993, 0.472, 0.505, -0.988, 0.480, 0.464, -0.948],
  "e_homo_ev": -7.917,
  "lumo_ev": 0.18,
  "smiles": "Nc1ccccc1.O.O.O.O.O.O",
  "relative_energy_kcal_mol": 0.0,
  "orbital_gap_ev": 8.10,
  "energy_ev": -20305.52773
}

Record 4
{
  "formula": "C20H18N3O5RuS3",
  "method": "ωB97M-V/def2-TZVPD",
  "species": ["Ru", "O", "C", "O", "C", "C", "C", "C", "C", "N", "C", "O", "O", "H", "H", "H", "H", "H", "S", "C", "N", "C", "C", "C", "C", "C", "C", "S", "H", "H", "H", "H", "C", "O", "H", "H", "H", "H", "S", "C", "N", "C", "C", "C", "C", "H", "H", "H", "H", "H"],
  "coordinates": [[-0.814, 1.049, 0.788], [1.738, 3.142, -2.395], [1.259, 3.069, -1.174], [0.329, 3.710, -0.746], [2.054, 2.156, -0.286], [3.427, 2.027, -0.438], [4.137, 1.321, 0.516], [3.453, 0.785, 1.597], [2.079, 0.933, 1.657], [1.379, 1.584, 0.712], [1.223, 0.443, 2.788], [1.746, -0.106, 3.850], [0.010, 0.593, 2.742], [1.243, 3.803, -2.908], [3.918, 2.493, -1.282], [5.209, 1.208, 0.434], [4.006, 0.260, 2.365], [2.712, -0.139, 3.855], [-2.732, -0.097, 1.438], [-1.692, -1.408, 1.065], [-0.581, -0.962, 0.530], [0.306, -1.979, 0.203], [1.540, -1.849, -0.433], [2.265, -2.996, -0.693], [1.774, -4.256, -0.336], [0.541, -4.395, 0.274], [-0.193, -3.243, 0.536], [-1.782, -3.112, 1.258], [1.902, -0.875, -0.736], [3.222, -2.923, -1.192], [2.362, -5.138, -0.550], [0.160, -5.372, 0.538], [-1.333, 3.516, 2.658], [-1.300, 3.058, 1.292], [-1.729, 4.528, 2.685], [-0.339, 3.493, 3.105], [-1.995, 2.853, 3.209], [-0.738, 3.637, 0.742], [-1.491, 1.450, -1.338], [-2.420, 0.056, -1.869], [-3.760, 0.206, -1.925], [-4.610, -0.746, -2.347], [-4.118, -1.959, -2.757], [-2.740, -2.158, -2.732], [-1.892, -1.151, -2.297], [-4.134, 1.095, -1.610], [-5.660, -0.492, -2.339], [-4.795, -2.727, -3.099], [-2.326, -3.100, -3.066], [-0.819, -1.285, -2.291]],
  "forces_ev_per_angstrom": [[0.14, -0.31, 0.44], [0.10, -0.02, -0.19], [-0.21, 0.25, 0.34], [0.17, 0.00, -0.28], [-0.11, -0.11, 0.01], [0.04, 0.03, -0.01], [0.05, 0.00, -0.01], [-0.01, 0.01, 0.03], [0.00, 0.03, -0.05], [-0.02, -0.09, -0.03], [-0.07, 0.12, -0.04], [0.01, -0.02, 0.06], [0.05, 0.01, -0.22], [-0.02, 0.01, 0.00], [-0.01, -0.01, 0.03], [0.00, -0.01, 0.00], [-0.01, -0.01, 0.00], [0.01, 0.00, -0.02], [-0.33, 0.20, 0.09], [-0.11, -0.08, 0.05], [0.28, 0.03, -0.20], [0.05, -0.01, -0.03], [-0.04, 0.02, 0.03], [0.01, -0.02, -0.01], [0.01, 0.00, -0.01], [-0.02, 0.00, 0.02], [0.03, 0.03, -0.01], [-0.02, 0.00, 0.00], [0.01, 0.03, 0.01], [0.00, 0.00, 0.00], [0.00, 0.00, 0.00], [0.00, 0.00, 0.00], [-0.02, 0.01, 0.12], [0.07, 0.01, -0.08], [-0.01, -0.01, -0.03], [0.00, -0.01, -0.03], [0.00, -0.02, -0.03], [-0.09, -0.09, 0.06], [0.11, 0.09, -0.05], [-0.02, -0.07, 0.02], [0.00, 0.01, 0.02], [-0.02, -0.02, -0.01], [0.00, 0.01, 0.00], [0.01, 0.03, 0.00], [0.01, -0.03, -0.01], [0.01, -0.01, 0.01], [0.00, -0.01, -0.01], [-0.01, 0.00, 0.00], [0.00, 0.00, 0.00], [-0.02, 0.00, 0.00]],
  "nbo_charge": [0.665, -0.633, 0.791, -0.601, 0.115, -0.164, -0.122, -0.177, 0.062, -0.406, 0.812, -0.584, -0.552, 0.528, 0.271, 0.262, 0.238, 0.513, 0.126, -0.113, -0.497, 0.165, -0.270, -0.175, -0.193, -0.192, -0.233, 0.509, 0.215, 0.234, 0.244, 0.247, -0.253, -0.696, 0.214, 0.180, 0.210, 0.535, 0.039, 0.109, -0.443, 0.093, -0.232, -0.082, -0.244, 0.453, 0.254, 0.266, 0.253, 0.256],
  "e_homo_ev": [-13.786, -13.832],
  "s_squared": 0.756,
  "total_charge": 2,
  "lumo_ev": [-6.75, -6.93],
  "relative_energy_kcal_mol": 0.0,
  "multiplicity": 2,
  "orbital_gap_ev": [7.04, 6.90],
  "energy_ev": -70816.57389
}

What is the formula in the second record? C25H18BrClNaO2PSe3Te